1.
Entry from the Open Molecules 2025 dataset: a cluster of 12 separate species, C36H96O36S12 in total in a non-equilibrium geometry (the ωB97M-V functional and the def2-TZVPD basis).

```
180
Properties=species:S:1:pos:R:3:forces:R:3
C 2.896 -2.487 0.115 0.1 0.3 -0.1
C 1.625 -2.891 0.876 0.8 -2.3 -0.7
O 1.612 -2.423 2.237 -0.4 0.2 1.3
S 0.677 -3.153 3.396 0.0 0.0 -2.3
C -0.908 -2.340 2.896 0.6 -0.4 1.4
O 0.567 -4.573 3.040 0.3 2.1 1.2
O 1.158 -2.683 4.703 -1.0 -0.9 -2.6
H 3.802 -2.386 0.713 -0.3 0.1 0.4
H 2.776 -1.584 -0.484 -0.1 0.3 0.3
H 3.181 -3.239 -0.621 -0.4 -0.4 0.0
H 0.757 -2.765 0.228 -0.5 1.2 0.6
H 1.595 -3.980 0.925 0.4 -0.2 0.3
H -0.821 -1.287 3.164 -0.1 -0.1 0.2
H -1.637 -2.885 3.496 -0.2 0.3 0.0
H -1.177 -2.413 1.843 0.6 -0.4 0.0
C 1.475 -0.905 -3.444 -0.3 0.1 -0.9
C 1.047 -0.469 -4.849 -0.2 1.1 1.0
O 2.233 -0.470 -5.664 0.6 -0.6 -2.0
S 1.938 -0.628 -7.276 -1.5 0.4 0.6
C 1.630 -2.428 -7.255 0.6 0.0 -0.6
O 0.660 0.039 -7.532 1.9 -0.8 0.0
O 3.132 -0.271 -8.044 -2.0 -1.0 1.7
H 2.295 -0.278 -3.096 0.0 -0.3 0.1
H 1.758 -1.954 -3.532 0.3 0.0 0.3
H 0.646 -0.844 -2.739 -0.1 0.1 -0.1
H 0.222 -1.090 -5.198 0.4 -0.2 -0.4
H 0.715 0.566 -4.930 -0.3 -0.1 0.6
H 0.792 -2.863 -6.710 -0.3 1.1 0.4
H 2.516 -2.880 -6.810 0.2 0.0 -0.6
H 1.416 -2.721 -8.283 0.6 0.0 -0.1
C -4.351 3.363 4.711 -0.4 -0.4 -0.6
C -4.657 2.661 3.315 0.9 2.6 1.9
O -4.396 1.267 3.389 -0.7 -0.8 -1.7
S -5.033 0.398 2.098 -0.7 0.9 1.6
C -6.624 -0.107 2.971 1.5 0.1 -1.1
O -5.400 1.302 1.008 0.8 -1.5 1.5
O -4.149 -0.732 1.908 -1.0 1.1 0.1
H -4.347 4.451 4.648 0.0 0.1 -0.8
H -3.379 3.124 5.144 -0.2 -0.5 -0.1
H -5.163 3.210 5.422 0.2 -0.6 0.1
H -5.683 2.961 3.103 -0.1 -0.6 -0.3
H -4.003 3.157 2.598 -0.1 -0.4 -0.3
H -7.072 -0.724 2.192 -0.5 0.1 0.3
H -7.165 0.803 3.230 0.0 -0.1 -0.4
H -6.437 -0.672 3.885 0.4 0.0 -0.3
C 3.421 3.546 3.285 0.6 -1.6 -0.2
C 2.572 4.726 3.485 -0.3 0.9 1.1
O 1.388 4.538 2.697 -2.2 1.6 -0.1
S -0.007 5.508 3.037 0.9 -1.3 0.0
C -0.772 4.406 4.303 0.6 0.6 -1.5
O 0.414 6.737 3.674 -0.3 -0.9 -0.8
O -0.818 5.483 1.828 1.3 0.0 1.6
H 3.651 3.487 2.221 0.4 -0.2 0.0
H 2.981 2.597 3.592 -0.7 0.1 -0.3
H 4.305 3.517 3.921 0.3 0.7 -0.3
H 2.325 4.861 4.538 -0.2 -0.1 0.1
H 3.136 5.616 3.207 -0.3 0.2 -0.3
H -0.109 4.392 5.167 -0.2 0.0 0.0
H -0.802 3.453 3.774 -0.1 -0.1 0.3
H -1.782 4.778 4.477 0.2 0.1 0.2
C 8.354 0.301 4.643 -0.2 -0.9 0.5
C 7.687 0.871 3.398 1.3 0.4 0.7
O 7.180 -0.226 2.653 -0.6 0.2 -2.0
S 6.522 0.157 1.180 -0.3 -0.6 -1.4
C 4.834 0.589 1.781 1.5 0.1 -0.6
O 7.102 1.366 0.519 -0.9 -2.8 1.9
O 6.503 -1.136 0.454 0.1 2.8 1.5
H 8.996 0.996 5.186 -0.2 0.3 -0.3
H 8.957 -0.578 4.416 0.3 0.2 -0.6
H 7.667 -0.143 5.362 -0.5 0.5 0.0
H 6.907 1.594 3.638 -0.1 -0.1 0.0
H 8.466 1.345 2.802 -0.1 0.3 -0.1
H 4.969 1.580 2.214 -0.1 -0.2 0.3
H 4.581 -0.186 2.504 -0.2 0.2 -0.2
H 4.150 0.693 0.938 0.2 -0.4 0.1
C -4.133 1.710 -3.160 0.8 0.4 0.9
C -5.604 1.458 -3.116 0.5 -0.2 -1.1
O -6.336 2.656 -3.412 0.0 0.6 -1.3
S -6.464 3.031 -5.007 -0.5 -0.5 0.1
C -8.099 2.267 -5.343 0.7 1.0 0.0
O -6.654 4.459 -5.046 0.5 -1.1 0.0
O -5.442 2.354 -5.816 -1.5 1.1 1.4
H -3.644 0.741 -3.060 0.3 0.0 0.1
H -3.807 2.374 -2.360 0.1 -0.1 0.2
H -3.795 2.184 -4.082 -0.3 -0.3 -0.1
H -5.736 0.756 -3.939 -0.7 -0.4 0.2
H -5.974 1.068 -2.168 0.0 0.1 -0.1
H -8.563 2.994 -6.010 0.1 -0.4 -0.5
H -8.716 2.331 -4.447 0.4 -0.4 0.1
H -7.953 1.271 -5.762 -0.2 0.2 0.1
C 3.826 -0.207 9.621 0.2 -0.9 1.1
C 3.117 0.261 8.404 -0.6 -0.4 0.3
O 4.096 0.389 7.414 0.9 2.0 -2.8
S 3.653 1.143 5.980 -0.9 -2.1 -0.2
C 2.558 -0.221 5.274 1.7 1.7 0.5
O 2.800 2.309 6.207 1.6 -1.1 0.1
O 4.875 1.166 5.182 -1.4 0.5 1.3
H 3.131 -0.298 10.456 -0.1 0.3 0.1
H 4.691 0.376 9.937 -0.2 0.2 -0.2
H 4.142 -1.236 9.451 0.4 0.0 0.0
H 2.500 -0.580 8.086 -0.8 0.3 0.1
H 2.569 1.189 8.566 -0.1 0.0 -0.2
H 1.535 -0.028 5.597 0.2 -0.3 0.0
H 3.059 -1.128 5.612 -0.5 0.0 0.0
H 2.702 -0.098 4.201 -0.3 -0.1 0.0
C -2.185 -1.456 -0.707 0.6 -0.7 0.3
C -1.392 -0.170 -0.473 -1.3 0.5 0.0
O -0.076 -0.405 0.061 1.1 0.2 1.4
S 0.554 0.724 1.115 -1.0 0.9 -1.5
C 0.656 2.127 -0.124 0.6 0.2 1.4
O -0.446 1.005 2.148 1.5 -0.4 -1.3
O 1.908 0.331 1.484 -2.1 0.3 -0.7
H -2.566 -1.976 0.171 0.2 0.4 0.5
H -1.546 -2.193 -1.193 0.0 0.0 -0.4
H -3.090 -1.304 -1.295 0.2 0.4 -0.3
H -1.317 0.382 -1.410 0.3 -0.1 0.0
H -1.956 0.480 0.195 0.1 0.0 0.2
H -0.261 2.669 -0.351 -0.4 -0.8 0.1
H 1.193 1.826 -1.024 -0.2 -0.3 0.2
H 1.232 2.902 0.382 0.4 -0.1 0.2
C 1.907 5.582 -2.412 0.8 -0.1 -0.5
C 1.203 5.016 -3.679 0.7 1.4 1.3
O 0.744 3.706 -3.262 -1.4 -0.6 -0.7
S -0.790 3.194 -3.573 -0.1 2.5 -0.5
C -0.776 3.154 -5.459 -0.8 0.6 1.4
O -0.860 1.867 -3.026 0.3 0.3 -0.4
O -1.719 4.217 -3.061 1.6 -1.8 -1.2
H 2.199 6.632 -2.435 -0.7 0.3 -0.4
H 2.909 5.159 -2.331 -0.1 -0.7 0.1
H 1.359 5.396 -1.488 -0.2 0.0 -0.2
H 0.457 5.732 -4.023 -0.8 -0.5 0.3
H 1.900 4.974 -4.517 0.0 -0.6 0.2
H -0.518 2.145 -5.782 0.3 0.4 0.0
H -0.157 3.986 -5.795 0.6 -0.6 0.1
H -1.753 3.459 -5.832 -0.4 -0.5 0.4
C -3.564 -4.752 1.878 -0.3 -0.3 -0.1
C -4.437 -5.901 2.373 -0.4 1.1 0.4
O -4.445 -6.940 1.382 0.5 -2.1 1.8
S -4.348 -8.495 2.019 0.1 -1.4 -2.7
C -5.997 -8.686 2.694 0.4 0.2 0.0
O -4.159 -9.309 0.813 -0.6 1.5 1.9
O -3.426 -8.666 3.106 -0.4 0.9 -0.4
H -2.495 -4.912 2.020 -0.1 -0.2 0.1
H -3.874 -3.821 2.352 0.1 0.0 0.1
H -3.735 -4.643 0.807 0.0 0.2 0.0
H -4.199 -6.211 3.390 0.8 -0.6 -0.2
H -5.464 -5.574 2.534 -0.3 0.2 -0.6
H -6.732 -8.499 1.911 0.1 0.3 0.2
H -5.984 -7.996 3.538 -0.5 0.2 -0.2
H -6.170 -9.682 3.101 0.5 -0.1 -0.2
C 4.470 2.109 -1.983 -0.2 0.6 0.5
C 3.811 1.991 -3.346 0.2 -0.3 -0.3
O 4.205 3.151 -4.144 -0.9 0.0 -1.4
S 3.638 3.196 -5.710 0.5 -1.1 -0.1
C 4.626 1.761 -6.393 -0.3 0.7 0.0
O 2.203 2.828 -5.747 2.8 1.0 0.1
O 4.159 4.453 -6.256 -1.3 -2.1 1.1
H 5.517 2.411 -2.022 0.0 -0.1 -0.4
H 4.466 1.190 -1.397 -0.2 -0.3 -0.3
H 3.992 2.862 -1.357 -0.2 0.1 -0.1
H 4.141 1.072 -3.831 0.4 0.1 -0.2
H 2.724 1.919 -3.380 -0.1 0.3 0.5
H 5.670 1.962 -6.152 -0.2 0.0 0.2
H 4.540 1.634 -7.472 -0.3 0.7 0.0
H 4.275 0.804 -6.007 0.0 0.4 0.5
C -1.613 -2.971 -4.383 -0.4 -0.8 0.6
C -2.253 -4.193 -3.640 0.1 0.7 -1.8
O -1.547 -4.513 -2.490 1.5 -1.4 2.8
S -1.394 -6.097 -1.930 0.6 -1.6 -1.6
C -3.197 -6.498 -1.678 1.1 -0.2 0.6
O -0.846 -6.936 -3.043 -1.6 2.3 2.5
O -0.665 -6.116 -0.660 -1.6 0.9 -2.2
H -1.631 -2.059 -3.787 0.0 -0.1 0.2
H -2.217 -2.778 -5.270 0.1 -0.1 -0.1
H -0.581 -3.175 -4.669 -0.1 -0.1 0.0
H -3.282 -3.927 -3.397 -0.2 -0.2 0.1
H -2.212 -5.058 -4.303 -0.3 0.0 -0.2
H -3.792 -6.217 -2.547 0.3 0.0 0.1
H -3.530 -6.056 -0.738 0.2 0.5 -0.3
H -3.286 -7.558 -1.442 0.3 -0.2 -0.5
```
Positions in Å, forces in eV/Å.

Calculated values
SMILES string: CCOS(C)(=O)=O.CCOS(C)(=O)=O.CCOS(C)(=O)=O.CCOS(C)(=O)=O.CCOS(C)(=O)=O.CCOS(C)(=O)=O.CCOS(C)(=O)=O.CCOS(C)(=O)=O.CCOS(C)(=O)=O.CCOS(C)(=O)=O.CCOS(C)(=O)=O.CCOS(C)(=O)=O
HOMO (eV): -10.7
F_max (eV/A): 3.81
Gap between HOMO and LUMO (eV): 10.36
Charge: 0
LUMO energy (eV): -0.32

Here are the Mulliken charges for atoms 1 to 5, given in e: atom 1 (C): -0.967, atom 2 (C): -0.182, atom 3 (O): -0.237, atom 4 (S): 1.140, atom 5 (C): -0.395



2.
Entry from the Open Molecules 2025 dataset: a structure of composition C13H14N6O3S in a non-equilibrium geometry (the ωB97M-V functional and the def2-TZVPD basis).

```
37
Properties=species:S:1:pos:R:3:forces:R:3
C -1.263 -2.688 1.027 3.1 0.5 -4.6
C -2.329 -2.321 0.116 -4.5 4.5 -0.1
N -3.063 -3.050 -0.581 -0.4 -8.2 -1.7
O -4.136 -2.458 -1.173 1.8 -9.1 -1.4
N -4.059 -1.292 -1.014 1.6 12.2 5.2
C -3.099 -1.082 -0.032 0.3 0.0 -2.0
N -2.625 0.026 0.628 -2.2 3.9 -2.3
C -3.038 1.436 0.136 -0.5 -2.1 3.2
O -4.056 1.726 -0.461 2.4 -0.7 0.7
C -2.113 2.419 0.950 -5.0 5.8 -9.9
H -2.791 3.579 1.094 2.2 -3.6 -0.8
H -1.880 2.214 1.817 2.5 -2.8 8.4
S -0.694 2.783 -0.159 -4.2 5.1 -1.2
C 0.378 1.715 0.266 3.2 -7.3 0.8
N 0.085 0.534 0.798 -2.7 0.2 3.4
N 1.101 -0.281 0.994 3.0 -0.3 -2.8
C 2.128 0.186 0.204 -9.1 7.2 1.7
N 1.579 1.508 -0.207 5.5 1.5 -2.9
C 2.342 2.648 -1.196 -3.8 -2.3 2.6
H 1.443 3.281 -1.364 0.8 -0.3 -0.7
H 2.652 2.046 -2.080 0.5 1.1 1.0
H 2.876 3.196 -0.423 1.2 -0.3 -0.9
C 3.380 -0.104 -0.057 4.7 -8.4 1.5
C 3.660 -1.482 0.317 3.5 3.0 -4.0
O 5.000 -1.576 -0.435 -4.5 -15.3 6.4
C 5.590 -0.566 -0.667 -8.5 4.3 0.4
C 4.577 0.204 -0.638 -1.2 16.7 -2.7
H 4.749 1.568 -0.964 -0.4 -4.2 1.1
H 6.453 -0.623 -0.856 12.3 0.1 -3.0
C 2.957 -2.693 0.760 -2.5 4.9 -6.2
H 3.590 -3.376 0.874 4.8 -6.0 1.7
H 2.358 -2.352 1.451 -2.8 1.0 4.7
H 2.211 -2.939 -0.019 0.4 -0.3 -0.1
H -1.629 -0.060 0.880 -0.2 0.6 -0.1
H -1.595 -2.653 2.003 -0.4 -0.2 2.2
H -0.423 -1.836 0.773 -1.6 -2.6 1.2
H -1.020 -3.715 0.570 0.4 1.3 1.5
```
Positions in Å, forces in eV/Å.

Calculated values
HOMO (eV): -8.1
F_max (eV/A): 17.19
Gap between HOMO and LUMO (eV): 8.10
Charge: 0
LUMO energy (eV): -0.02

Here are the Mulliken charges for atoms 1 to 5, given in e: atom 1 (C): -0.840, atom 2 (C): 0.667, atom 3 (N): -0.565, atom 4 (O): -0.061, atom 5 (N): -0.318



3.
Entry from the Open Molecules 2025 dataset: a cluster of 2 separate species, C4H12N2O in total in a non-equilibrium geometry (the ωB97M-V functional and the def2-TZVPD basis).

```
19
Properties=species:S:1:pos:R:3:forces:R:3
C -0.064 -0.933 1.816 1.2 0.3 0.7
C -0.891 -0.349 0.950 -0.8 -1.0 -0.1
N -2.138 -0.893 0.667 -0.1 0.0 -0.2
C -0.555 0.864 0.154 -0.4 1.1 -0.4
C -0.200 0.628 -1.310 -0.3 0.2 -1.1
N 0.838 -0.379 -1.461 0.1 -0.1 0.0
H -0.237 -1.802 2.439 -0.6 -0.1 -0.3
H 0.902 -0.501 2.052 -0.1 0.3 -0.4
H -2.797 -0.431 0.063 0.2 0.0 0.1
H -2.465 -1.716 1.141 0.1 0.1 0.0
H -1.453 1.492 0.074 0.1 0.1 0.5
H 0.208 1.439 0.672 0.2 -0.1 -0.1
H -1.113 0.476 -1.916 -0.1 -0.9 0.5
H 0.109 1.535 -1.851 0.5 0.2 0.9
H 0.696 -1.157 -0.828 -0.1 0.0 0.2
H 0.869 -0.762 -2.389 0.0 0.0 -0.3
O 2.710 1.197 -0.048 1.0 0.5 1.1
H 3.309 0.637 0.484 -0.6 0.3 -0.7
H 2.273 0.656 -0.711 -0.2 -0.8 -0.2
```
Positions in Å, forces in eV/Å.

Calculated values
SMILES string: C=C(N)CCN.O
HOMO (eV): -8.1
F_max (eV/A): 1.52
Gap between HOMO and LUMO (eV): 9.06
Charge: 0
LUMO energy (eV): 0.93

Here are the Mulliken charges for atoms 1 to 5, given in e: atom 1 (C): -1.008, atom 2 (C): 0.618, atom 3 (N): -0.443, atom 4 (C): -0.702, atom 5 (C): -0.709